[1]
ORCA calculation (ωB97M-V/def2-TZVPD) on a 9-piece molecular cluster, C30H33F3N6 overall.

Element x y z (Å)
F -3.421 4.972 18.818
C -3.606 3.806 18.177
C -2.540 2.955 17.997
C -2.734 1.750 17.332
C -4.002 1.369 16.904
C -5.048 2.288 17.012
C -4.843 3.495 17.660
H -1.525 3.149 18.322
H -1.891 1.081 17.217
H -4.085 0.397 16.436
H -6.035 1.965 16.705
H -5.637 4.207 17.858
F -3.680 -5.779 14.129
C -3.885 -6.079 12.826
C -3.846 -7.395 12.405
C -3.959 -7.672 11.047
C -4.178 -6.611 10.159
C -4.306 -5.311 10.614
C -4.119 -5.039 11.963
H -3.642 -8.181 13.123
H -3.956 -8.715 10.766
H -4.285 -6.840 9.106
H -4.541 -4.549 9.884
H -4.208 -4.073 12.447
F -6.595 -5.331 18.483
C -5.903 -4.421 19.195
C -6.492 -3.866 20.325
C -5.825 -2.855 20.995
C -4.544 -2.452 20.591
C -3.952 -3.059 19.487
C -4.678 -4.000 18.756
H -7.447 -4.202 20.706
H -6.277 -2.386 21.860
H -4.008 -1.728 21.190
H -2.940 -2.767 19.245
H -4.257 -4.395 17.838
C -6.665 -6.316 15.645
C -5.451 -6.863 16.215
N -4.487 -7.287 16.666
H -7.531 -6.689 16.193
H -6.779 -6.588 14.596
H -6.687 -5.229 15.691
C -7.684 -2.435 15.068
C -7.545 -3.351 13.939
N -7.443 -4.118 13.089
H -8.599 -1.847 14.987
H -6.900 -1.678 15.055
H -7.679 -2.964 16.016
C -5.894 0.260 19.641
C -6.251 -0.700 18.605
N -6.470 -1.517 17.837
H -6.007 -0.289 20.582
H -6.445 1.191 19.663
H -4.815 0.426 19.603
C 0.831 -2.720 12.714
C -0.540 -2.935 13.195
N -1.611 -3.104 13.570
H 1.002 -3.027 11.693
H 1.484 -3.195 13.446
H 1.003 -1.649 12.853
C -4.127 -2.761 15.471
C -3.115 -2.072 16.267
N -2.324 -1.530 16.900
H -3.706 -3.732 15.201
H -4.299 -2.269 14.514
H -5.060 -2.906 16.008
C -7.376 -0.228 11.066
C -6.312 -0.611 11.990
N -5.505 -0.909 12.750
H -7.615 0.824 11.222
H -8.276 -0.794 11.308
H -7.131 -0.412 10.025

Atoms 1-6, force components in eV/Å:
F -0.1 0.1 0.1
C 0.5 -0.3 -0.4
C 0.7 -0.5 -0.2
C -0.4 0.0 0.4
C 0.5 0.5 -0.4
C 0.2 -0.9 0.4

The SMILES is Fc1ccccc1.Fc1ccccc1.Fc1ccccc1.CC#N.CC#N.CC#N.CC#N.CC#N.CC#N. The charge is 0.

[2]
ORCA calculation (ωB97M-V/def2-TZVPD) on a 2-piece molecular cluster, C30H33N3O2 overall.

Element x y z (Å)
C 2.623 -5.063 2.471
C 2.593 -3.657 2.990
O 1.622 -2.847 2.256
C 1.953 -1.548 2.207
C 0.782 -0.607 2.111
C 1.049 0.825 2.325
N -0.405 -1.127 2.016
C -1.561 -0.556 2.209
C -2.758 -1.353 2.252
C -4.029 -0.799 2.535
C -5.148 -1.622 2.583
C -5.017 -3.001 2.352
C -3.758 -3.558 2.080
C -2.636 -2.735 2.031
O 3.103 -1.121 2.257
H 3.166 -5.661 3.207
H 1.631 -5.498 2.328
H 3.189 -5.100 1.536
H 2.296 -3.634 4.046
H 3.580 -3.203 2.877
H 2.114 0.998 2.148
H 0.451 1.439 1.640
H 0.791 1.126 3.356
H -1.643 0.531 2.383
H -4.090 0.274 2.717
H -6.127 -1.193 2.805
H -5.898 -3.639 2.390
H -3.642 -4.628 1.911
H -1.639 -3.125 1.835
C -1.665 6.251 1.103
N -1.247 5.712 -0.171
C -1.742 6.407 -1.337
C -0.549 4.515 -0.298
C -1.210 3.362 -0.777
C -0.502 2.199 -1.012
C 0.905 2.147 -0.830
C 1.667 0.974 -1.123
C 1.304 0.024 -2.071
C 1.996 -1.240 -2.298
C 3.076 -1.839 -1.677
C 3.584 -3.033 -2.222
C 3.002 -3.618 -3.361
C 1.896 -3.017 -3.992
C 1.414 -1.845 -3.431
N 0.391 -0.998 -3.884
C -0.428 -1.203 -5.062
C 0.311 0.096 -3.087
C 1.549 3.309 -0.313
C 0.840 4.457 -0.027
H -1.318 5.599 1.914
H -1.258 7.263 1.248
H -2.765 6.325 1.144
H -1.380 5.896 -2.237
H -2.842 6.433 -1.346
H -1.373 7.444 -1.341
H -2.287 3.412 -0.954
H -1.026 1.311 -1.364
H 2.650 0.859 -0.667
H 3.494 -1.368 -0.790
H 4.446 -3.513 -1.754
H 3.412 -4.551 -3.752
H 1.421 -3.428 -4.880
H -0.141 -2.152 -5.521
H -1.495 -1.229 -4.798
H -0.288 -0.388 -5.788
H -0.399 0.885 -3.302
H 2.631 3.273 -0.162
H 1.334 5.351 0.363

Atoms 1-6, force components in eV/Å:
C 0.2 -0.2 -0.2
C -0.2 0.5 -0.2
O 0.7 -0.6 0.6
C -0.6 1.8 -0.6
C 1.4 -0.5 -0.6
C 0.2 0.6 0.2

The charge is 0.

[3]
ORCA calculation (ωB97M-V/def2-TZVPD) on C30H33N6O6SY as an isolated structure.

Element x y z (Å)
Y 0.155 0.678 0.252
C -3.178 -0.137 -0.160
C -3.242 0.251 -1.634
C -2.054 -0.004 -2.519
C -2.224 -0.708 -3.703
C -1.174 -0.803 -4.601
C 0.011 -0.161 -4.295
C 0.111 0.494 -3.079
N -0.882 0.553 -2.185
N -2.497 0.796 0.778
C -2.769 0.263 2.133
C -1.762 -0.714 2.670
C -2.169 -1.886 3.283
C -1.249 -2.603 4.033
C 0.044 -2.124 4.133
C 0.385 -0.998 3.406
N -0.485 -0.303 2.672
C -3.069 2.142 0.675
C -2.462 3.208 1.564
C -2.865 4.521 1.335
C -2.359 5.527 2.129
C -1.468 5.197 3.140
C -1.120 3.870 3.287
N -1.599 2.887 2.520
H -2.697 -1.111 -0.045
H -4.218 -0.247 0.181
H -3.498 1.306 -1.742
H -4.090 -0.293 -2.055
H -3.183 -1.159 -3.920
H -1.289 -1.355 -5.524
H 0.856 -0.170 -4.969
H 1.035 0.981 -2.791
H -3.773 -0.177 2.165
H -2.748 1.098 2.829
H -3.198 -2.206 3.196
H -1.539 -3.519 4.531
H 0.798 -2.637 4.713
H 1.413 -0.665 3.364
H -4.153 2.094 0.877
H -2.939 2.503 -0.341
H -3.543 4.744 0.521
H -2.642 6.557 1.955
H -1.040 5.950 3.786
H -0.424 3.570 4.064
C 4.344 -4.863 -3.989
C 3.480 -4.202 -2.951
C 2.904 -2.958 -3.186
C 2.122 -2.341 -2.221
C 1.905 -2.978 -1.011
C 2.471 -4.221 -0.750
C 3.253 -4.820 -1.723
S 0.968 -2.196 0.258
O -0.214 -1.542 -0.392
O 0.585 -3.238 1.178
N 1.789 -1.019 0.868
C 3.152 -0.712 0.447
C 3.202 0.437 -0.570
O 4.277 0.814 -0.995
O 2.041 0.925 -0.891
H 4.228 -4.388 -4.962
H 4.098 -5.920 -4.093
H 5.398 -4.798 -3.711
H 3.074 -2.460 -4.133
H 1.689 -1.369 -2.400
H 2.282 -4.706 0.196
H 3.693 -5.791 -1.529
H 3.666 -1.562 -0.007
H 3.758 -0.426 1.311
N 1.497 2.220 1.672
C 1.590 3.490 0.916
C 0.300 3.779 0.145
O -0.028 4.931 -0.065
O -0.350 2.721 -0.226
H 0.999 2.370 2.545
H 2.426 1.884 1.908
H 2.389 3.384 0.180
H 1.805 4.350 1.551

Atoms 1-6, force components in eV/Å:
Y -0.3 -0.1 0.1
C 0.1 0.0 0.0
C 0.0 -0.1 0.0
C 0.0 0.1 0.1
C 0.0 0.0 -0.1
C 0.0 0.0 0.0

The charge is 0.

Calculated energy above the lowest of the compared OMol25 structures with the same formula, charge and spin, 12.1, 24.0, 0.0 kcal per mole (same order as the records).
Calculated total energy, -1791.030164, -1477.589456, -2379.746463 Eh (same order as the records).
Calculated maximum force, 1.567, 1.945, 0.756 eV Å⁻¹ (same order as the records).